Record 1
Below is C28H38N4O3P2PdS as an isolated structure, with properties calculated with ωB97M-V/def2-TZVPD.

max |F| = 0.0776 Eh/bohr
charge = +2
orbital gap (alpha / beta) = 5.469 / 2.546 eV
<S²> = 6.046
LUMO energy (alpha / beta) = -7.097 / -9.999 eV
HOMO energy (alpha / beta) = -0.462 / -0.461 hartree
spin multiplicity = 5

Last column: Mulliken spin population.
Cartesian coordinates (Å):
Pd -1.425 -0.227 0.711  0.4259
C 1.045 -3.264 2.176  0.0154
C 1.951 -2.664 1.387  0.0269
C 2.345 -3.214 0.038  0.0026
C 1.268 -3.889 -0.831  0.0355
C -0.067 -3.164 -0.904  0.3417
C -0.858 -2.898 0.141  -0.0233
C -1.131 -3.915 1.190  0.0718
C 0.173 -4.436 1.837  0.0169
C -2.818 1.461 0.044  0.6032
H 0.958 -2.917 3.205  0.0042
H 2.652 -1.927 1.815  0.0035
H 3.166 -3.932 0.192  0.0003
H 2.834 -2.419 -0.536  0.0025
H 1.662 -3.976 -1.858  -0.0026
H 1.133 -4.925 -0.506  0.0320
H -0.395 -2.928 -1.926  0.0708
H -1.551 -2.027 0.218  0.1794
H -1.691 -4.751 0.717  0.0059
H -1.784 -3.455 1.939  0.0039
H -0.084 -4.990 2.753  0.0049
H 0.703 -5.135 1.173  0.0067
H -2.994 1.977 0.999  0.0384
H -3.768 1.090 -0.413  -0.0085
H -2.236 2.120 -0.620  -0.0040
P -0.788 0.128 -1.572  0.0732
P 0.894 1.406 0.903  0.4637
N -2.141 -1.150 -2.123  -0.0095
N -0.798 1.052 -3.096  0.0801
N 0.946 0.508 2.508  0.0337
N 2.280 2.320 1.407  -0.0160
C 0.956 -0.402 -1.473  0.0517
C 1.766 0.360 -0.353  0.0945
C -3.222 -1.373 -1.268  0.0133
C -4.022 -2.398 -1.738  0.0413
C -3.469 -2.783 -2.999  -0.0101
C -2.315 -2.009 -3.204  0.0743
C -1.881 1.888 -3.430  0.3290
C -1.653 2.425 -4.694  0.1102
C -0.414 1.896 -5.179  0.1413
C 0.082 1.047 -4.183  0.3683
C -0.256 0.500 3.214  -0.0216
C -0.090 -0.257 4.361  0.0105
C 1.256 -0.722 4.383  -0.0039
C 1.878 -0.219 3.241  0.0394
C 3.621 1.924 1.526  0.0195
C 4.345 3.001 2.016  -0.0043
C 3.419 4.092 2.240  0.0112
C 2.174 3.622 1.890  -0.0074
H 1.468 -0.301 -2.453  -0.0061
H 0.974 -1.484 -1.230  -0.0098
H 2.370 -0.368 0.222  0.0233
H 2.460 1.060 -0.859  0.0039
H -3.266 -0.947 -0.277  -0.0188
H -4.872 -2.789 -1.185  0.0029
H -3.885 -3.542 -3.644  -0.0009
H -1.601 -2.014 -4.013  0.0026
H -2.697 1.997 -2.753  0.0565
H -2.285 3.138 -5.206  -0.0014
H 0.047 2.125 -6.122  0.0025
H 0.982 0.455 -4.163  0.0260
H -1.103 1.082 2.845  0.0188
H -0.872 -0.497 5.070  0.0003
H 1.701 -1.379 5.123  0.0000
H 2.893 -0.333 2.905  0.0024
H 3.905 0.927 1.248  -0.0022
H 5.420 3.015 2.195  0.0002
H 3.620 5.085 2.608  0.0003
H 1.217 4.116 1.900  -0.0040
C -1.010 5.594 -0.405  0.0234
S -1.047 4.512 1.018  0.0061
O -0.192 5.091 2.068  0.0007
O -2.443 4.359 1.384  0.0176
O -0.423 3.242 0.462  0.1148
H 0.033 5.733 -0.697  0.0011
H -1.471 6.551 -0.148  0.0020
H -1.575 5.123 -1.214  0.0012



Record 2
Below is C28H38N6O11PSSc as an isolated structure, with properties calculated with ωB97M-V/def2-TZVPD.

max |F| = 0.0255 Eh/bohr
charge = +2
orbital gap = 3.646 eV
LUMO energy = -7.138 eV
HOMO energy = -0.396 hartree

Last column: Mulliken charge in e.
Cartesian coordinates (Å):
Sc -0.547 1.105 -0.405  0.0356
C -1.778 -3.927 -1.595  -0.7206
O -1.061 -2.672 -1.352  -0.3833
P -1.618 -1.219 -1.294  0.9420
O -0.257 -0.714 -3.982  0.1600
C 1.064 -0.118 -4.324  -0.6545
O -3.146 -1.393 -1.622  -0.2917
C -4.324 -0.722 -1.152  -0.6071
H -1.119 -4.707 -1.230  0.2973
H -1.945 -4.038 -2.662  0.2975
H -2.720 -3.917 -1.055  0.2961
H 1.797 -0.521 -3.637  0.3188
H 0.907 0.955 -4.253  0.3004
H 1.241 -0.420 -5.350  0.3808
H -4.965 -1.471 -0.694  0.3384
H -4.823 -0.282 -2.013  0.2890
H -4.073 0.065 -0.442  0.1171
C -0.528 1.177 4.259  -0.9921
C -0.043 1.165 2.794  -0.7840
N -1.190 0.990 1.863  1.5853
C -2.163 2.100 2.080  -0.4648
C -2.722 2.062 3.518  -0.9050
N -2.017 0.959 4.258  -0.0488
C -2.340 -0.363 3.624  -1.0734
C -1.853 -0.311 2.162  -0.6062
H -0.338 2.123 4.761  0.2955
H -0.088 0.375 4.847  0.4068
H 0.664 0.353 2.628  0.4787
H 0.456 2.101 2.550  0.4597
H -2.964 2.004 1.348  0.3969
H -1.649 3.041 1.896  0.3971
H -3.787 1.844 3.553  0.3234
H -2.538 2.987 4.062  0.3452
H -2.344 0.948 5.225  0.2806
H -3.416 -0.502 3.699  0.3978
H -1.844 -1.137 4.206  0.3416
H -2.688 -0.437 1.476  0.2489
H -1.136 -1.108 1.972  0.5752
O 3.378 -4.856 2.794  -0.6515
S 4.492 -4.647 3.707  1.1723
O 4.116 -4.173 5.026  -0.6657
O 5.550 -5.622 3.648  -0.6504
C 5.232 -3.149 3.041  -0.0046
N 6.389 -2.657 3.534  -0.4333
C 6.763 -1.462 3.130  -0.3281
C 6.012 -0.670 2.253  -0.6319
C 4.876 -1.285 1.774  0.2607
N 4.511 -2.503 2.137  -0.2757
C 3.815 -0.660 0.950  1.1220
C 2.859 -1.525 0.394  -1.1457
C 1.740 -1.008 -0.188  -0.6896
N 1.467 0.323 -0.187  0.6562
C 2.429 1.167 0.274  -0.7816
C 3.619 0.717 0.792  -0.7700
H 7.694 -1.084 3.539  0.4270
H 6.329 0.327 1.980  0.4030
H 3.015 -2.594 0.483  0.6518
H 0.996 -1.667 -0.619  0.7763
H 2.202 2.224 0.234  0.5102
H 4.339 1.431 1.168  0.4435
C -1.471 4.783 -1.135  -1.1155
C -0.206 4.309 -0.546  0.7165
C 0.920 5.247 -0.325  -1.2111
O -0.046 3.105 -0.233  -0.4973
H -1.837 5.614 -0.522  0.4208
H -2.227 4.012 -1.261  0.0388
H -1.238 5.238 -2.105  0.4295
H 0.647 6.282 -0.513  0.4718
H 1.732 4.965 -1.002  0.3122
H 1.303 5.133 0.691  0.3142
O -3.425 2.550 -2.795  -0.6417
C -2.679 1.649 -2.549  0.0346
O -2.193 1.474 -1.236  0.2126
C -2.153 0.594 -3.396  -0.0377
C -2.859 0.136 -4.486  -0.5428
C -2.754 -1.052 -5.235  -0.7506
C -1.815 -2.072 -5.109  -0.3454
C -0.600 -1.992 -4.475  -0.4093
C -0.996 -0.153 -2.834  0.6632
N 0.265 -3.021 -4.062  1.1993
O 1.202 -2.719 -3.319  -0.6389
O 0.027 -4.143 -4.466  -0.6329
H -3.705 0.767 -4.744  0.4921
H -3.554 -1.231 -5.938  0.4260
H -2.018 -3.027 -5.581  0.5747
H -0.244 0.552 -2.407  0.3480